Computed, not measured: a cluster of 4 separate species, C5H17NO5 in total in a non-equilibrium geometry, with wB97M-V/def2-TZVPD.

The LUMO energy is 0.00 eV. The molar mass is 171.2 g mol⁻¹. The strongest force on any atom comes out at 5.77 eV/A. The calculation puts the electronic energy at -17186.2545 eV.

Geometry as XYZ:
```
28
Properties=species:S:1:pos:R:3:mulliken_charge:R:1
O 3.55340 1.62497 1.41575 -0.660
O 2.33786 -1.12956 1.65685 -0.610
O -0.14674 -1.77558 -2.42302 -0.511
O 1.19070 -2.66680 -0.35415 -0.646
O -1.97403 3.44858 1.71611 -0.580
N -0.65624 1.67013 0.90431 -0.046
C -1.95766 -0.16502 -1.62527 -0.473
C -0.75280 -0.50200 -2.51097 -0.460
C -1.82375 2.19545 1.52878 0.095
C -0.56501 0.28190 0.60574 -0.817
C -1.73778 -0.48549 -0.10917 -0.537
H -2.87092 -0.73342 -1.86340 0.359
H 0.30370 0.11363 0.02164 0.506
H 2.23564 -0.15520 1.74803 0.327
H 0.06422 0.39151 -2.33919 0.191
H -2.70882 -0.31349 0.31976 0.450
H 0.83302 -3.29911 0.18654 0.252
H 2.94067 1.93957 2.09360 0.340
H 1.74459 -1.99332 0.13910 0.391
H -1.40633 -1.54887 -0.01187 0.263
H 3.68946 2.13965 0.61520 0.312
H -1.15226 -0.34673 -3.56541 0.319
H 3.18075 -1.38237 1.76529 0.253
H 0.04896 -0.16237 1.58487 0.093
H -2.08790 0.85337 -1.76070 0.297
H -2.69591 1.53038 1.50506 0.263
H 0.00627 2.26253 0.39463 0.302
H 0.40692 -1.79234 -1.63811 0.326
```

Computed, not measured: a cluster of 2 separate species, C9H13NO2 in total in a non-equilibrium geometry, with wB97M-V/def2-TZVPD.

The LUMO energy is 0.58 eV. The molar mass is 167.2 g mol⁻¹. The strongest force on any atom comes out at 2.18 eV/A. The calculation puts the electronic energy at -15128.8034 eV.

Geometry as XYZ:
```
25
Properties=species:S:1:pos:R:3:mulliken_charge:R:1
O -0.87524 -2.26771 -0.88255 -0.504
O -5.01454 1.87891 0.33357 -0.584
N -3.47767 0.24209 0.27415 -0.368
C 0.41133 -1.82029 -0.71955 0.735
C 1.92485 0.03618 -0.94461 -0.385
C -3.87077 1.56201 0.10077 0.578
C 2.60520 -0.31946 0.20887 0.451
C 1.15340 -2.28256 0.38645 -0.528
C 0.85144 -0.72412 -1.41687 -0.544
C 2.25854 -1.55604 0.74934 -0.476
C -2.71255 2.53641 0.06787 -0.959
C 3.70978 0.51291 0.78035 -1.384
H 3.73660 1.49282 0.30198 0.359
H 0.42715 -0.54181 -2.39881 0.401
H -4.26555 -0.35132 0.48755 0.226
H -1.00628 -3.18081 -0.60801 0.290
H 3.60652 0.76948 1.82896 0.345
H 0.76299 -3.10302 0.96907 0.294
H -2.79672 -0.26413 -0.27396 0.207
H -2.93593 3.40809 0.61417 0.305
H 2.93968 -1.89783 1.52954 0.344
H -2.42260 2.76546 -0.95367 0.276
H 4.66523 0.01765 0.59364 0.314
H 2.10286 0.96651 -1.47165 0.302
H -1.77768 2.12059 0.44341 0.302
```

Computed, not measured: the molecule C22H21NO3, with wB97M-V/def2-TZVPD.

The LUMO energy is -0.08 eV. The molar mass is 347.4 g mol⁻¹. The strongest force on any atom comes out at 0.68 eV/A. The calculation puts the electronic energy at -30789.0501 eV.

Geometry as XYZ:
```
47
Properties=species:S:1:pos:R:3:mulliken_charge:R:1
O -1.71592 -1.77606 -1.48006 -0.715
O -2.22484 -1.92522 0.70248 -0.351
O -4.77910 -0.01048 1.24421 -0.653
N -3.75985 0.13899 -0.77255 -0.115
C 2.66337 2.49941 -0.19260 -0.473
C 3.42458 -1.47142 -1.36583 -0.787
C -1.56023 1.84093 0.23175 -0.112
C -2.40005 2.15929 -1.00902 -0.580
C 4.69409 -1.11359 -1.00943 -0.528
C 0.61777 1.54410 -1.00295 0.132
C 0.02142 -1.57040 0.12986 0.662
C 1.57578 -0.82148 1.80295 -1.055
C -3.81291 1.57889 -0.89573 -0.999
C 4.96109 -0.64750 0.28787 -0.525
C 1.97872 1.74991 -1.13298 -0.900
C 2.36383 -1.37462 -0.43981 0.873
C 2.63620 -0.91293 0.87575 1.022
C -3.61979 -1.95673 0.40602 -0.662
C -4.13545 -0.50635 0.34667 0.792
C -0.08804 2.09734 0.05926 0.680
C 1.03891 -1.68778 -0.78882 -0.744
C 0.60900 2.85335 0.99258 -0.535
C 3.95657 -0.55225 1.21026 -0.791
C -1.36968 -1.78161 -0.31658 0.526
C 0.30059 -1.14767 1.44775 -0.838
C 1.97358 3.04979 0.87264 -0.697
H -1.93824 2.41627 1.07904 0.497
H -4.09379 -2.48148 1.23546 0.324
H -0.51014 -1.06814 2.15478 0.462
H 5.97026 -0.36574 0.55044 0.410
H 3.72830 2.65002 -0.28988 0.439
H 0.07800 3.28824 1.82766 0.373
H -2.46550 3.23968 -1.14494 0.347
H -4.39835 1.84727 -1.78095 0.355
H -1.68623 0.78294 0.47887 -0.345
H -4.32199 1.95510 -0.00556 0.431
H 4.15899 -0.19515 2.20962 0.403
H 1.79214 -0.47606 2.80327 0.383
H -1.92395 1.73964 -1.89712 0.315
H 3.21051 -1.82730 -2.36335 0.432
H 2.51016 1.31615 -1.96731 0.457
H 2.49851 3.63601 1.61293 0.395
H -3.79269 -2.47733 -0.54125 0.360
H 0.80966 -2.01183 -1.79384 0.460
H 0.10543 0.93459 -1.73272 0.172
H 5.50200 -1.18433 -1.72285 0.412
H -3.19963 -0.35561 -1.45664 0.289
```

Computed, not measured: the molecule C2H4N2O2S in a non-equilibrium geometry, with wB97M-V/def2-TZVPD.

The LUMO energy is 0.33 eV. The molar mass is 120.1 g mol⁻¹. The strongest force on any atom comes out at 1.66 eV/A. The calculation puts the electronic energy at -20046.5464 eV.

Geometry as XYZ:
```
11
Properties=species:S:1:pos:R:3:mulliken_charge:R:1
S -0.53204 1.72681 -0.05857 -0.159
O -2.69987 -0.08059 -0.34774 -0.479
O 2.52547 0.65439 -0.46595 -0.297
N -0.45092 0.00391 -0.09438 -0.056
N 1.95971 -0.56216 -0.01776 -0.295
C 0.72751 -0.75863 0.19253 0.225
C -1.65137 -0.64756 -0.23005 0.170
H 1.87779 1.35381 -0.42335 0.288
H -1.49214 -1.73400 -0.22826 0.217
H -0.75120 1.85434 1.25864 0.172
H 0.48706 -1.81032 0.41488 0.214
```

Computed, not measured: a structure of composition C3H7NOS in a non-equilibrium geometry, with wB97M-V/def2-TZVPD.

The LUMO energy (alpha / beta) is -0.42 / -0.42 eV. The molar mass is 105.2 g mol⁻¹. The strongest force on any atom comes out at 3.54 eV/A. The calculation puts the electronic energy at -17591.8366 eV.

Geometry as XYZ:
```
13
Properties=species:S:1:pos:R:3:mulliken_charge:R:1
S -0.34627 0.80602 -0.07155 0.700
O -1.17523 1.88931 0.41095 -0.589
N 1.33929 1.27764 -0.26285 -0.504
C 1.83561 0.07862 0.37092 -0.365
C 0.59460 -0.33073 1.14386 -0.555
C -1.81551 -0.28234 -1.23811 -0.813
H -2.75870 0.14607 -1.65540 0.293
H 2.72256 0.08234 0.98335 0.342
H -1.10480 -0.55833 -2.02789 0.300
H 1.85712 -0.65127 -0.33434 0.249
H -1.92266 -1.13438 -0.60618 0.305
H 0.37943 0.03069 2.20618 0.306
H 0.39454 -1.35365 1.08107 0.331
```

Computed, not measured: a cluster of 3 separate species, C5H11NO in total in a non-equilibrium geometry, with wB97M-V/def2-TZVPD.

The LUMO energy (alpha / beta) is 0.47 / 0.47 eV. The molar mass is 101.1 g mol⁻¹. The strongest force on any atom comes out at 3.17 eV/A. The calculation puts the electronic energy at -8893.3092 eV.

Geometry as XYZ:
```
18
Properties=species:S:1:pos:R:3:mulliken_charge:R:1
O -2.09565 1.27716 -0.49935 -0.490
N 0.47452 -0.18060 0.88629 0.031
C 1.16083 -0.49252 -0.23152 0.110
C 1.66036 0.59281 -1.09541 -1.097
C 1.70732 -0.90330 1.09721 -0.656
C -2.14048 -0.11745 -0.76743 -0.574
C -0.64116 -0.12996 1.55301 -0.443
H 0.82676 0.97921 -1.68733 0.181
H 2.09523 1.41999 -0.51642 0.319
H 2.39759 0.18694 -1.77337 0.365
H 2.44383 -0.29867 1.64822 0.271
H -0.66660 -1.04483 -1.04990 0.193
H -1.35279 0.66809 1.61019 0.363
H -1.37578 1.66830 -1.00575 0.321
H -2.94195 -0.50058 -0.10572 0.228
H -0.70779 -0.86351 2.32321 0.288
H -2.47598 -0.31559 -1.77886 0.291
H 1.63173 -1.94548 1.39292 0.298
```